Record 1
Density functional theory data (ωB97M-V/def2-TZVPD) for the molecule C3H3ClFNO2 at a distorted geometry.

Results
HOMO energy = -10.26 eV
E_LUMO = -0.02270 Eh
Structure (SMILES) = NC(=O)C(=O)[C@H](F)Cl
Net charge = 0

The geometry in XYZ format:
```
11
Properties=species:S:1:pos:R:3:lowdin_charge:R:1
N -2.045 0.048 -0.420 0.174
C -0.914 -0.397 0.181 -0.491
O -0.877 -1.451 0.758 0.086
C 0.317 0.493 -0.037 -0.309
O 0.122 1.504 -0.662 0.138
C 1.690 0.053 0.447 -0.644
F 2.626 1.055 0.596 -0.010
Cl 2.273 -1.149 -0.687 0.736
H -2.795 -0.613 -0.505 0.117
H -1.990 0.873 -1.028 0.118
H 1.593 -0.418 1.358 0.085
```

=====

Record 2
Density functional theory data (ωB97M-V/def2-TZVPD) for a cluster of 2 separate species, C4H14NOS in total at a distorted geometry.

Results
⟨S²⟩ = 0.75
HOMO energy (alpha / beta) = -2.85 / -9.39 eV
E_LUMO (alpha / beta) = 0.02517 / 0.01686 Eh
2S+1 = 2
Net charge = 0

The geometry in XYZ format:
```
21
Properties=species:S:1:pos:R:3:lowdin_charge:R:1
C 2.032 -0.431 0.699 -0.097
C 0.901 0.402 0.119 -0.426
C 0.435 -0.056 -1.272 -0.261
C -0.782 0.628 -1.856 -0.586
S -1.193 2.359 -1.321 0.607
N -0.228 0.381 1.118 0.134
H 1.687 -1.412 1.063 0.076
H 2.530 0.047 1.539 0.071
H 2.741 -0.761 -0.074 0.084
H 1.342 1.387 -0.007 0.122
H 1.332 -0.157 -1.896 0.115
H 0.219 -1.141 -1.308 0.118
H -1.695 0.042 -1.733 0.051
H -0.673 0.590 -2.942 0.066
H -0.105 2.861 -1.949 -0.143
H -0.498 -0.534 1.498 0.083
H -1.051 0.825 0.643 0.019
H -0.153 1.086 1.877 0.056
H -1.891 -2.663 2.226 0.018
H -2.945 -1.671 1.693 0.025
O -2.004 -1.781 1.883 -0.131
```

=====

Record 3
Density functional theory data (ωB97M-V/def2-TZVPD) for a cluster of 2 separate species, CH4O3 in total at a distorted geometry.

Results
HOMO energy = -9.94 eV
E_LUMO = 0.02126 Eh
Net charge = 0

The geometry in XYZ format:
```
8
Properties=species:S:1:pos:R:3:lowdin_charge:R:1
C -0.306 -0.014 -0.470 -0.333
O -1.010 -1.038 -0.031 0.082
O -0.683 1.151 0.057 0.033
O 1.576 -0.043 0.152 -0.225
H -0.194 0.107 -1.500 0.131
H -1.510 -0.834 0.841 0.186
H 0.128 1.524 0.514 0.145
H 1.997 -0.854 0.437 -0.019
```

=====

DFT total energy for every record listed, in sequence, given in a.u.: -881.41243; -688.84435; -266.14454.